Record 1
Formula: C30H32FeN4O4S
Source: the OMol25 dataset
Level of theory: ωB97M-V/def2-TZVPD

Last column: Mulliken spin population.
Geometry (Å):
Fe (-1.027, 0.068, 0.733)  4.25
O (-2.956, -2.069, 3.342)  0.03
C (-2.312, -1.237, 2.762)  0.01
O (-2.410, -0.954, 1.477)  0.16
C (-1.229, -0.430, 3.469)  -0.01
C (-1.038, -0.499, 4.851)  0.01
C (-0.010, 0.225, 5.397)  0.01
C (0.827, 1.009, 4.574)  0.00
C (1.907, 1.774, 5.078)  0.00
C (2.677, 2.515, 4.229)  0.00
C (2.404, 2.533, 2.841)  0.01
C (1.371, 1.808, 2.323)  0.02
C (0.572, 1.030, 3.186)  0.00
N (-0.460, 0.298, 2.676)  0.08
H (-1.706, -1.113, 5.437)  0.00
H (0.169, 0.208, 6.465)  0.00
H (2.105, 1.764, 6.142)  0.00
H (3.499, 3.102, 4.616)  0.00
H (3.016, 3.136, 2.184)  0.00
H (1.153, 1.843, 1.260)  0.00
C (3.312, 4.994, -1.603)  0.00
C (2.662, 3.649, -1.779)  0.00
C (3.118, 2.565, -1.029)  0.00
C (2.536, 1.316, -1.174)  0.00
C (1.501, 1.132, -2.074)  0.01
C (1.040, 2.208, -2.831)  0.00
N (0.022, 2.001, -3.762)  0.00
C (-0.977, 1.034, -3.599)  0.00
C (-1.246, 0.096, -4.593)  0.00
C (-2.266, -0.830, -4.439)  0.00
C (-3.018, -0.857, -3.269)  0.00
C (-2.739, 0.054, -2.259)  0.01
C (-1.739, 1.008, -2.427)  0.00
C (-1.564, 2.069, -1.382)  -0.01
O (-1.569, 3.245, -1.592)  0.04
O (-1.452, 1.577, -0.133)  0.21
C (1.602, 3.483, -2.675)  0.00
C (1.032, 4.639, -3.448)  0.00
H (4.228, 4.905, -1.021)  0.00
H (2.652, 5.690, -1.080)  0.00
H (3.564, 5.447, -2.562)  0.00
H (3.955, 2.701, -0.354)  0.00
H (2.924, 0.469, -0.617)  0.00
H (1.090, 0.149, -2.252)  0.00
H (-0.027, 2.598, -4.568)  0.00
H (-0.639, 0.105, -5.490)  0.00
H (-2.472, -1.534, -5.234)  0.00
H (-3.842, -1.551, -3.164)  0.00
H (-3.347, 0.074, -1.361)  0.00
H (-0.050, 4.539, -3.534)  0.00
H (1.450, 4.712, -4.458)  0.00
H (1.233, 5.585, -2.952)  0.00
C (1.283, -4.817, 2.173)  0.00
C (0.312, -3.655, 2.269)  0.00
N (-0.672, -3.683, 1.185)  0.01
C (-0.750, -2.866, 0.149)  -0.01
S (0.407, -1.569, -0.094)  0.19
N (-1.713, -3.002, -0.745)  0.01
C (-2.776, -4.003, -0.698)  0.00
C (-2.331, -5.372, -1.193)  0.00
H (2.020, -4.752, 2.973)  0.00
H (1.812, -4.802, 1.220)  0.00
H (0.770, -5.775, 2.271)  0.00
H (0.834, -2.702, 2.216)  0.00
H (-0.248, -3.681, 3.206)  0.00
H (-1.358, -4.423, 1.235)  0.00
H (-1.689, -2.362, -1.528)  0.00
H (-3.584, -3.615, -1.316)  0.00
H (-3.172, -4.040, 0.321)  0.00
H (-1.989, -5.313, -2.226)  0.00
H (-3.165, -6.071, -1.149)  0.00
H (-1.517, -5.783, -0.595)  0.00

Its orbital gap (alpha / beta) is 0.234 / 0.198 hartree. Its spin multiplicity is 6. The value obtained for the LUMO energy (alpha / beta) is -3.64 / -4.64 eV. The calculation puts the HOMO energy (alpha / beta) at -0.368 / -0.368 hartree. The charge is +1.



Record 2
Formula: C7H16N
Source: the OMol25 dataset
Level of theory: ωB97M-V/def2-TZVPD

Last column: Löwdin charge in e.
Geometry (Å):
C (-0.305, 3.183, 1.081)  -0.11
C (-1.047, 0.519, -1.682)  -0.10
C (-0.591, 1.151, -0.371)  -0.31
C (-0.815, 2.659, -0.247)  -0.27
H (-0.732, 2.625, 1.920)  0.08
H (-0.549, 4.232, 1.232)  0.08
H (0.782, 3.090, 1.136)  0.08
H (-1.145, -0.564, -1.586)  0.06
H (-0.338, 0.719, -2.482)  0.08
H (-2.019, 0.883, -1.990)  0.08
H (0.503, 1.028, -0.258)  0.09
H (-1.064, 0.675, 0.492)  0.09
H (-0.271, 3.120, -1.071)  0.12
H (-1.869, 2.880, -0.406)  0.12
C (0.445, -2.571, 0.812)  -0.12
C (-0.553, -2.174, 1.574)  0.13
C (2.001, -2.016, -0.907)  0.19
N (1.110, -1.668, -0.067)  0.06
H (0.839, -3.574, 0.782)  0.13
H (-0.881, -1.145, 1.571)  0.07
H (-1.060, -2.876, 2.217)  0.09
H (2.390, -1.323, -1.639)  0.13
H (2.370, -3.034, -0.884)  0.13
H (0.777, -0.699, -0.137)  0.11

Its orbital gap is 0.342 hartree. Its spin multiplicity is 1. The value obtained for the LUMO energy is -5.33 eV. The calculation puts the HOMO energy at -0.538 hartree. The charge is +1.



Record 3
Formula: C2H3I3O
Source: the OMol25 dataset
Level of theory: ωB97M-V/def2-TZVPD

Last column: Löwdin charge in e.
Geometry (Å):
I (2.697, -0.005, 0.406)  0.80
C (0.926, -0.921, -0.215)  -0.77
C (0.077, -1.413, 0.670)  -0.80
I (-1.756, -2.145, 0.068)  0.80
H (0.493, -0.788, -1.127)  -0.02
H (0.217, -1.612, 1.651)  -0.03
O (-0.718, 2.364, -1.038)  -0.73
I (-2.089, 1.956, 0.370)  0.80
H (0.153, 2.565, -0.786)  -0.06

Its orbital gap is 0.295 hartree. Its spin multiplicity is 1. The value obtained for the LUMO energy is -0.93 eV. Its structure (SMILES) is I/C=C/I.OI. The calculation puts the HOMO energy at -0.329 hartree. The charge is 0.